Version A
A 3-piece molecular cluster, C3H12NO3 overall. Source: OMol25; level of theory: ωB97M-V/def2-TZVPD.

Cartesian coordinates (Å):
C -1.06 -0.37 -1.65
N -0.39 0.82 -1.08
C -0.24 1.02 0.38
O 0.83 0.40 0.95
C -1.05 -1.57 -0.69
H -0.55 -0.72 -2.56
H -2.07 -0.07 -1.94
H 0.43 1.02 -1.62
H 0.00 2.12 0.28
H -1.22 1.00 0.89
H -0.90 -2.52 -1.20
H -0.36 -1.44 0.14
H -2.00 -1.71 -0.15
H 0.35 -0.60 2.07
H -0.73 -0.20 2.95
O -0.21 -1.00 2.84
H 2.35 1.49 0.61
H 3.58 0.85 -0.42
O 3.24 1.48 0.20

Output
**Highest occupied orbital energy**: -3.751 eV
**E_LUMO**: 0.149 Ha
**Charge**: -1

How is the electron density shared among the atoms? According to Löwdin, the charges in e are: number 1, C, carries -0.29; number 2, N, carries -0.09; number 3, C, carries -0.46; number 4, O, carries -0.32; number 5, C, carries -0.11; number 6, H, carries 0.09; number 7, H, carries 0.08; number 8, H, carries 0.08; number 9, H, carries 0.09; number 10, H, carries 0.10; number 11, H, carries 0.05; number 12, H, carries 0.04; number 13, H, carries 0.06; number 14, H, carries -0.02; number 15, H, carries -0.01; number 16, O, carries -0.17; number 17, H, carries 0.00; number 18, H, carries 0.00; number 19, O, carries -0.11

=====

Version B
A 3-piece molecular cluster, C3H12NO3 overall. Source: OMol25; level of theory: ωB97M-V/def2-TZVPD.

Cartesian coordinates (Å):
C 0.92 1.37 1.62
N 0.73 -0.05 1.43
C 1.62 -0.59 0.40
C 1.51 -0.05 -1.03
O 0.52 -0.73 -1.78
H 0.22 1.78 2.36
H 0.84 2.03 0.75
H 1.88 1.50 2.14
H -0.20 -0.37 1.13
H 1.39 -1.66 0.34
H 2.68 -0.62 0.69
H 2.51 -0.08 -1.51
H 1.30 1.03 -1.15
H -1.86 -2.20 -0.49
H -0.20 -0.95 -1.14
O -1.44 -1.41 -0.14
H -2.35 0.69 -0.24
H -3.57 1.05 -1.06
O -3.04 1.36 -0.34

Output
**Highest occupied orbital energy**: -4.060 eV
**E_LUMO**: 0.150 Ha
**Charge**: -1

How is the electron density shared among the atoms? According to Löwdin, the charges in e are: number 1, C, carries -0.18; number 2, N, carries -0.12; number 3, C, carries -0.25; number 4, C, carries -0.29; number 5, O, carries -0.14; number 6, H, carries 0.07; number 7, H, carries 0.06; number 8, H, carries 0.07; number 9, H, carries 0.06; number 10, H, carries 0.11; number 11, H, carries 0.10; number 12, H, carries 0.09; number 13, H, carries 0.09; number 14, H, carries -0.12; number 15, H, carries -0.01; number 16, O, carries -0.45; number 17, H, carries -0.02; number 18, H, carries 0.01; number 19, O, carries -0.09

=====

Energies relative to the minimum, eV: version A 0.356; version B 0.000

=====

Version A
C5H7N3 in the gas phase. Source: OMol25; level of theory: ωB97M-V/def2-TZVPD.

Cartesian coordinates (Å):
C -0.39 -1.24 0.34
C -1.96 0.28 -0.29
C -0.10 1.65 0.11
C 1.83 0.02 0.16
C 0.65 -0.68 -0.59
H -0.26 -0.87 1.37
H -0.30 -2.33 0.41
H -2.82 0.55 -0.91
H 0.41 2.46 0.52
H 1.74 -0.09 1.23
H 2.87 0.01 -0.24
H 0.57 -1.07 -1.61
N -1.70 -0.94 -0.07
N -1.37 1.43 0.14
N 0.85 0.80 -0.57

Output
**Highest occupied orbital energy**: -9.377 eV
**SMILES string**: C1=NC=NC[C@@H]2CN12
**E_LUMO**: 0.025 Ha
**Charge**: 0

How is the electron density shared among the atoms? According to Löwdin, the charges in e are: number 1, C, carries -0.25; number 2, C, carries -0.27; number 3, C, carries -0.11; number 4, C, carries -0.07; number 5, C, carries -0.19; number 6, H, carries 0.12; number 7, H, carries 0.12; number 8, H, carries 0.11; number 9, H, carries 0.10; number 10, H, carries 0.09; number 11, H, carries 0.11; number 12, H, carries 0.14; number 13, N, carries 0.04; number 14, N, carries 0.10; number 15, N, carries -0.04

=====

Version B
C5H7N3 in the gas phase. Source: OMol25; level of theory: ωB97M-V/def2-TZVPD.

Cartesian coordinates (Å):
C -2.51 -0.71 -0.38
C -1.36 0.03 0.43
C -0.71 1.40 -0.06
C 2.07 -0.51 -0.15
C 0.07 -0.47 0.39
H -2.54 -1.84 -0.30
H -3.48 -0.30 -0.16
H -2.59 -0.39 -1.44
H -1.78 0.07 1.58
H -1.14 1.55 -1.01
H -0.86 2.17 0.71
H 3.13 -1.00 -0.11
N 0.52 0.77 0.17
N 1.79 0.80 -0.35
N 1.10 -1.38 0.08

Output
**Highest occupied orbital energy**: -9.378 eV
**SMILES string**: C[C@@H]1Cn2ncnc21
**E_LUMO**: 0.028 Ha
**Charge**: 0

How is the electron density shared among the atoms? According to Löwdin, the charges in e are: number 1, C, carries -0.07; number 2, C, carries -0.21; number 3, C, carries -0.07; number 4, C, carries -0.29; number 5, C, carries -0.22; number 6, H, carries 0.10; number 7, H, carries 0.05; number 8, H, carries 0.07; number 9, H, carries 0.17; number 10, H, carries 0.11; number 11, H, carries 0.12; number 12, H, carries 0.14; number 13, N, carries -0.13; number 14, N, carries 0.11; number 15, N, carries 0.11

=====

Energies relative to the minimum, eV: version A 0.000; version B 0.625